Record 1
C3H8O | the ωB97M-V functional and the def2-TZVPD basis

The geometry in XYZ format:
```
12
Properties=species:S:1:pos:R:3:forces:R:3
C 1.1658 0.2476 -0.7504 0.432 0.257 -0.650
C -0.2049 0.3035 -0.1657 -0.951 -1.663 -2.947
C -0.2954 -0.1696 1.1996 -4.316 -1.073 1.730
O -1.0607 -0.7786 -0.9981 1.298 1.845 0.628
H 1.1364 0.4555 -1.8239 0.102 -0.048 0.136
H 1.7968 1.0079 -0.2721 -0.086 -0.145 -0.043
H 1.6250 -0.7330 -0.5891 -0.148 0.131 -0.025
H -0.6992 1.2661 -0.3428 0.145 -0.208 0.171
H -0.2832 0.5766 1.9960 0.137 0.176 -0.225
H -1.4543 -0.5271 1.0560 2.596 0.504 1.789
H 0.2835 -1.0328 1.5309 0.108 0.070 -0.585
H -2.0097 -0.6161 -0.8402 0.682 0.154 0.020
```
Positions in Å, forces in eV/Å.

Calculated values
- gap between HOMO and LUMO (Eh) = 0.415
- total charge = 0
- E_LUMO (eV) = 1.01
- spin multiplicity = 1
- HOMO energy (eV) = -10.28

Mulliken population analysis, charges in e, atoms 1 to 5:
1 C -1.267
2 C 0.430
3 C -0.833
4 O -0.604
5 H 0.307

=====

Record 2
C3H8O | the ωB97M-V functional and the def2-TZVPD basis

The geometry in XYZ format:
```
12
Properties=species:S:1:pos:R:3:forces:R:3
C -1.2723 0.5281 -0.3928 -0.617 4.021 0.563
C -1.4048 -0.6253 0.1727 -0.691 -2.852 1.603
C 1.4884 0.3572 0.1254 1.369 0.678 0.563
H -1.0572 1.4896 0.2363 -0.804 -1.904 -1.237
H -1.4441 0.7184 -1.4601 0.406 -0.329 0.444
H -1.3611 -0.9070 1.2584 0.160 1.023 -0.888
H -1.5441 -1.5385 -0.3998 -0.258 0.219 -0.358
H 0.5528 -1.2814 0.0984 1.069 0.419 -1.458
H 2.3262 0.7655 -0.4074 0.652 0.310 -0.066
H 0.7401 1.1467 0.1183 -0.125 -0.312 -0.131
H 1.7787 0.1813 1.1729 0.040 0.149 -0.146
O 1.1973 -0.8348 -0.5223 -1.200 -1.423 1.113
```
Positions in Å, forces in eV/Å.

Calculated values
- gap between HOMO and LUMO (Eh) = 0.407
- total charge = 0
- E_LUMO (eV) = 1.11
- spin multiplicity = 1
- HOMO energy (eV) = -9.96

Mulliken population analysis, charges in e, atoms 1 to 5:
1 C -0.318
2 C -0.866
3 C -0.520
4 H 0.284
5 H 0.238

=====

Record 3
C3H8O | the ωB97M-V functional and the def2-TZVPD basis

The geometry in XYZ format:
```
12
Properties=species:S:1:pos:R:3:forces:R:3
C -2.6009 -0.8476 -0.5948 0.938 0.333 -0.075
H -1.7494 -0.6737 0.0663 -0.505 0.133 0.592
H -2.5984 -1.9231 -0.7476 -0.246 0.063 -0.511
H -3.5628 -0.4851 -0.2543 0.050 -0.044 0.443
H -2.3132 -0.2449 -1.4576 -0.254 -0.530 -0.447
C 0.4922 1.4242 0.1694 0.685 0.302 0.823
C 1.4000 0.5015 0.4956 -0.803 0.325 -0.627
O 1.2732 -0.7795 0.0526 -0.890 0.433 -0.154
H 0.7788 2.4572 0.3144 -0.213 0.013 0.400
H -0.5341 1.2331 -0.0968 0.186 -0.294 -0.700
H 2.2689 0.7076 1.1104 0.266 0.169 -0.387
H 1.8384 -1.3368 0.5521 0.786 -0.904 0.644
```
Positions in Å, forces in eV/Å.

Calculated values
- gap between HOMO and LUMO (Eh) = 0.360
- total charge = 0
- E_LUMO (eV) = 0.83
- spin multiplicity = 1
- HOMO energy (eV) = -8.97

Mulliken population analysis, charges in e, atoms 1 to 5:
1 C -0.928
2 H 0.138
3 H 0.279
4 H 0.271
5 H 0.245

=====

Ordered energy relative to the best compared isomer or geometry (same formula, charge and spin) results: 1.085 2.234 1.284; unit eV.